Below is a molecular structure, C25H37Br4N3O6S3SiY at a distorted geometry, with properties calculated with ωB97M-V with the def2-TZVPD basis set.

Values from the calculation:
Net charge: -1
Energy above the lowest of the compared OMol25 structures with the same formula, charge and spin in kcal per mole: 26.6
LUMO energy in eV: 1.87
Calculated total energy in Ha: -13409.43239

Structure (XYZ):
```
80
C25H37Br4N3O6S3SiY, DFT ωB97M-V with the def2-TZVPD basis set
Y 1.776 0.216 -0.686
C 0.427 3.691 0.109
C -0.780 2.785 -0.091
C -1.205 2.747 -1.548
C -1.945 3.247 0.778
O -0.385 1.414 0.258
Si -0.544 0.620 1.722
S 0.456 -1.163 1.387
O 0.145 1.632 2.803
C 0.129 1.687 4.238
C -1.136 2.402 4.699
C 1.365 2.482 4.624
C 0.198 0.280 4.826
O -2.106 0.438 2.206
C -3.152 -0.440 1.765
C -2.985 -1.807 2.416
C -3.140 -0.553 0.243
C -4.449 0.201 2.237
H 0.145 4.730 -0.078
H 1.226 3.428 -0.585
H 0.796 3.599 1.132
H -1.499 3.748 -1.876
H -2.053 2.065 -1.673
H -0.382 2.404 -2.173
H -2.255 4.239 0.443
H -1.658 3.307 1.831
H -2.796 2.567 0.690
H -1.148 3.428 4.320
H -1.175 2.435 5.793
H -2.021 1.880 4.326
H 1.332 3.470 4.158
H 2.265 1.971 4.272
H 1.418 2.603 5.711
H -0.694 -0.296 4.555
H 0.263 0.330 5.917
H 1.074 -0.245 4.438
H -2.027 -2.245 2.132
H -3.796 -2.473 2.105
H -3.010 -1.707 3.506
H -2.171 -0.918 -0.111
H -3.318 0.424 -0.215
H -3.923 -1.243 -0.088
H -4.452 0.283 3.328
H -5.309 -0.398 1.925
H -4.546 1.205 1.816
Br 4.301 0.211 -7.478
C 3.526 0.734 -5.833
C 3.238 2.067 -5.573
Br 3.601 3.402 -6.862
C 2.665 2.420 -4.339
Br 2.221 4.211 -3.915
C 2.373 1.474 -3.357
O 1.838 1.785 -2.186
C 2.682 0.108 -3.621
O 2.436 -0.780 -2.685
C 3.241 -0.229 -4.853
Br 3.606 -2.070 -5.113
N 4.217 1.506 1.319
C 3.422 1.043 0.610
S 3.896 -2.420 -0.592
C 2.888 -3.730 -0.583
N 1.769 -3.718 0.234
C 0.857 -4.698 0.284
C 1.015 -5.801 -0.487
C 2.175 -5.816 -1.297
N 3.066 -4.860 -1.354
H 1.620 -2.873 0.780
H 0.026 -4.544 0.962
H 0.303 -6.612 -0.477
H 2.370 -6.678 -1.933
C -1.224 -3.006 -1.986
S 0.239 -2.041 -2.383
C -0.124 -1.857 -4.117
O -0.110 -0.696 -1.756
H -1.113 -4.017 -2.390
H -2.111 -2.507 -2.388
H -1.276 -3.035 -0.894
H -0.343 -2.840 -4.541
H 0.744 -1.418 -4.606
H -0.987 -1.188 -4.178
```

---

Below is a molecular structure, C25H37Cl3F5NNiO6Te, with properties calculated with ωB97M-V with the def2-TZVPD basis set.

Values from the calculation:
Net charge: -2
Energy above the lowest of the compared OMol25 structures with the same formula, charge and spin in kcal per mole: 0.0
<S²>: 2.004
LUMO energy (spin up / spin down) in eV: 4.21 / 4.21
Spin multiplicity: 3
Calculated total energy in Ha: -5137.14791

Structure (XYZ):
```
79
C25H37Cl3F5NNiO6Te, DFT ωB97M-V with the def2-TZVPD basis set
Ni -0.663 0.218 0.404
O -3.406 0.582 3.366
Cl -2.037 0.429 2.975
O -1.177 0.600 4.102
O -1.717 1.419 1.933
O -1.837 -0.886 2.364
Cl 4.247 1.432 -3.222
C 2.874 0.307 -3.008
Cl 1.789 0.788 -1.721
H 3.291 -0.665 -2.772
H 2.321 0.288 -3.941
F -0.420 2.066 -3.486
Te -0.985 3.144 -2.058
F -1.631 4.513 -0.955
F -2.718 3.022 -2.761
F 0.739 3.669 -1.568
F -0.778 4.514 -3.332
O -1.213 1.841 -0.857
C 4.356 2.714 4.186
C 3.181 2.696 3.238
C 2.584 3.879 2.838
C 1.507 3.824 1.949
C 0.840 5.088 1.470
C 1.049 2.606 1.500
C 1.596 1.364 1.909
C 2.707 1.471 2.781
N 1.055 0.212 1.407
C 1.609 -1.092 1.808
C 0.757 -2.208 1.194
C 1.547 -1.351 3.328
C 3.032 -1.281 1.245
H 4.636 3.737 4.443
H 5.230 2.227 3.744
H 4.124 2.186 5.114
H 2.948 4.834 3.205
H 1.252 5.964 1.976
H -0.235 5.056 1.653
H 0.971 5.216 0.395
H 0.210 2.600 0.819
H 3.235 0.596 3.121
H -0.195 -2.315 1.712
H 1.290 -3.160 1.261
H 0.545 -2.013 0.147
H 0.505 -1.324 3.646
H 2.088 -0.633 3.935
H 1.948 -2.348 3.535
H 2.983 -1.250 0.154
H 3.435 -2.254 1.544
H 3.726 -0.507 1.560
C -4.099 -0.300 0.362
C -4.162 -1.060 -0.952
C -4.006 -0.094 -2.131
C -3.214 -2.237 -1.117
C -3.775 -3.503 -1.210
C -3.064 -4.604 -1.668
C -1.797 -4.373 -2.179
C -1.187 -3.126 -2.102
C 0.043 -2.900 -2.971
C 1.394 -2.840 -2.263
C -0.142 -1.673 -3.870
C -1.823 -2.078 -1.373
O -1.158 -1.001 -1.052
H -4.905 0.439 0.404
H -3.169 0.261 0.450
H -4.188 -0.958 1.224
H -5.164 -1.504 -1.017
H -3.042 0.412 -2.079
H -4.786 0.671 -2.107
H -4.067 -0.626 -3.084
H -4.824 -3.614 -0.951
H -3.515 -5.588 -1.707
H -1.270 -5.172 -2.693
H 0.075 -3.777 -3.628
H 1.510 -1.897 -1.734
H 2.201 -2.922 -2.999
H 1.507 -3.647 -1.539
H -0.259 -0.772 -3.270
H -1.031 -1.780 -4.494
H 0.723 -1.551 -4.529
```

---

Below is a molecular structure, C25H37Cl3NNiO3Sb at a distorted geometry, with properties calculated with ωB97M-V with the def2-TZVPD basis set.

Values from the calculation:
Net charge: 0
Energy above the lowest of the compared OMol25 structures with the same formula, charge and spin in kcal per mole: 37.4
<S²>: 2.007
LUMO energy (spin up / spin down) in eV: 0.43 / -0.54
Spin multiplicity: 3
Calculated total energy in Ha: -4384.35209

Structure (XYZ):
```
71
C25H37Cl3NNiO3Sb, DFT ωB97M-V with the def2-TZVPD basis set
Ni -0.892 1.503 -0.110
C -3.002 -0.139 -1.798
O -1.894 -0.365 -0.932
H -3.370 -1.090 -2.192
H -2.728 0.521 -2.621
H -3.781 0.345 -1.212
H -1.188 -0.741 -1.475
Cl -0.518 3.194 2.433
C -0.311 3.349 0.681
H 0.740 3.630 0.534
H -0.971 4.162 0.347
C -1.066 1.323 5.075
C -2.022 0.405 4.336
C -3.465 0.768 4.631
Sb -1.755 0.267 2.127
C -2.589 -1.817 1.874
C -4.039 -1.738 1.425
C -2.499 -2.684 3.113
C 0.424 -0.194 2.166
C 0.795 -1.458 2.917
C 0.916 -0.258 0.730
H -1.168 1.159 6.148
H -1.286 2.369 4.874
H -0.030 1.125 4.808
H -1.832 -0.619 4.654
H -3.692 1.770 4.271
H -3.653 0.736 5.704
H -4.147 0.070 4.149
H -1.987 -2.251 1.071
H -4.670 -1.396 2.244
H -4.400 -2.722 1.122
H -4.174 -1.056 0.588
H -3.147 -2.295 3.895
H -1.490 -2.758 3.505
H -2.839 -3.695 2.881
H 0.886 0.665 2.662
H 0.408 -2.340 2.409
H 0.418 -1.432 3.937
H 1.879 -1.563 2.967
H 0.449 -1.088 0.198
H 1.993 -0.409 0.696
H 0.712 0.701 0.182
Cl -0.452 -0.757 -4.521
C 0.682 -1.816 -3.724
C 0.593 -3.175 -3.944
C 1.480 -4.032 -3.315
C 2.410 -3.522 -2.432
C 2.485 -2.159 -2.194
Cl 3.575 -1.634 -0.952
C 1.677 -1.248 -2.896
N 1.712 0.120 -2.781
C 2.790 0.994 -2.786
C 4.100 0.527 -2.952
C 5.178 1.382 -2.900
C 4.975 2.740 -2.719
C 3.684 3.218 -2.659
C 2.573 2.382 -2.700
C 1.254 3.117 -2.676
C -0.048 2.369 -3.030
O -0.437 2.362 -4.187
O -0.654 1.795 -2.068
H -0.160 -3.557 -4.613
H 1.435 -5.091 -3.501
H 3.077 -4.183 -1.904
H 0.840 0.554 -3.059
H 4.273 -0.516 -3.166
H 6.180 0.997 -3.007
H 5.808 3.422 -2.662
H 3.520 4.284 -2.587
H 1.330 3.935 -3.401
H 1.104 3.539 -1.679
```

---

Below is 7 unconnected molecules or ions with the total composition C25H37Cl3O18 at a distorted geometry, with properties calculated with ωB97M-V with the def2-TZVPD basis set.

Values from the calculation:
Net charge: 0
LUMO energy in eV: 0.35
Calculated total energy in Ha: -3709.79896

Structure (XYZ):
```
83
C25H37Cl3O18, DFT ωB97M-V with the def2-TZVPD basis set
C 4.688 -0.761 -2.547
C 4.355 0.541 -3.184
C 3.830 0.544 -4.619
O 2.922 1.661 -4.587
C 2.479 1.865 -3.335
O 1.594 2.600 -3.066
O 3.256 1.159 -2.454
H 4.807 -0.686 -1.480
H 5.579 -1.169 -2.999
H 3.812 -1.396 -2.717
H 5.223 1.231 -3.212
H 3.332 -0.361 -4.950
H 4.588 0.834 -5.323
C 1.749 0.776 0.650
C 0.751 0.551 -0.456
C 0.990 -0.601 -1.481
O -0.327 -1.088 -1.675
C -1.134 -0.778 -0.599
O -2.223 -1.241 -0.392
O -0.495 0.179 0.128
H 2.140 -0.198 1.006
H 1.220 1.199 1.514
H 2.570 1.413 0.354
H 0.558 1.501 -0.984
H 1.616 -1.371 -1.017
H 1.438 -0.307 -2.401
C -2.635 -3.366 2.010
C -1.412 -2.517 2.224
C -0.686 -2.754 3.526
O 0.696 -2.624 3.164
C 0.823 -2.727 1.787
O 1.858 -2.843 1.188
O -0.404 -2.647 1.230
H -3.104 -3.052 1.058
H -3.418 -3.109 2.764
H -2.281 -4.381 2.012
H -1.594 -1.451 2.158
H -0.802 -3.665 4.045
H -0.972 -2.034 4.328
C -0.699 -4.524 -1.724
C -0.419 -4.268 -3.191
C -1.336 -3.315 -3.930
O -0.496 -2.354 -4.540
C 0.774 -2.503 -4.095
O 1.734 -1.848 -4.335
O 0.853 -3.626 -3.270
H -0.015 -5.173 -1.202
H -1.682 -4.960 -1.556
H -0.716 -3.580 -1.175
H -0.304 -5.190 -3.762
H -1.868 -2.755 -3.191
H -2.032 -3.615 -4.661
C -1.513 0.134 5.703
C -2.902 0.508 5.200
C -2.970 1.630 4.153
O -3.868 1.156 3.150
C -4.111 -0.160 3.335
O -4.789 -0.820 2.567
O -3.547 -0.621 4.491
H -1.578 -0.825 6.263
H -1.219 0.868 6.465
H -0.846 0.047 4.834
H -3.592 0.698 6.034
H -2.041 1.830 3.605
H -3.466 2.490 4.625
C -1.568 4.072 -1.559
C -2.089 3.360 -0.319
C -1.089 3.076 0.739
O -1.652 3.672 1.921
C -2.769 4.383 1.608
O -3.448 5.066 2.353
O -3.094 4.102 0.355
H -0.661 3.645 -1.938
H -1.391 5.127 -1.318
H -2.295 3.994 -2.412
H -2.594 2.425 -0.596
H -0.122 3.504 0.506
H -0.972 2.072 1.083
Cl 4.888 4.239 -1.887
C 4.210 4.591 -0.299
Cl 2.498 4.389 -0.304
Cl 4.729 6.248 0.207
H 4.679 3.883 0.397
```

---

Below is a molecular structure, C25H37ClNO4ReSb2Se3Te, with properties calculated with ωB97M-V with the def2-TZVPD basis set.

Values from the calculation:
Net charge: +1
Energy above the lowest of the compared OMol25 structures with the same formula, charge and spin in kcal per mole: 2.6
<S²>: 0.863
LUMO energy (spin up / spin down) in eV: -4.28 / -4.77
Spin multiplicity: 2
Calculated total energy in Ha: -9821.67106

Structure (XYZ):
```
75
C25H37ClNO4ReSb2Se3Te, DFT ωB97M-V with the def2-TZVPD basis set
Re -1.143 0.131 -1.389
C 2.434 -1.256 -2.609
Sb 1.485 -0.174 -1.053
C 1.971 -1.312 0.670
C 2.874 1.434 -0.845
C 2.948 2.277 -2.083
C 3.912 1.988 -3.049
C 4.026 2.740 -4.205
C 3.178 3.821 -4.403
C 2.227 4.126 -3.444
C 2.087 3.363 -2.286
C 1.042 3.727 -1.278
Sb -0.808 2.739 -1.683
C -2.278 3.944 -0.738
C -1.084 3.358 -3.693
H 3.373 -1.681 -2.260
H 2.626 -0.565 -3.430
H 1.771 -2.043 -2.964
H 2.973 -1.723 0.563
H 1.254 -2.118 0.820
H 1.931 -0.654 1.538
H 3.836 0.956 -0.654
H 2.590 1.992 0.045
H 4.597 1.165 -2.877
H 4.783 2.497 -4.938
H 3.268 4.433 -5.290
H 1.584 4.987 -3.585
H 0.813 4.793 -1.330
H 1.305 3.485 -0.255
H -2.409 4.861 -1.307
H -1.975 4.181 0.281
H -3.215 3.389 -0.725
H -0.902 4.429 -3.776
H -2.112 3.140 -3.983
H -0.402 2.821 -4.350
Se -3.609 0.216 -1.289
Se -4.562 -1.187 -2.829
Te -2.647 -2.173 -4.149
Se -1.005 -0.274 -3.740
C -2.660 -0.950 4.757
C -1.241 -1.201 4.327
C -0.726 -2.493 4.355
C 0.596 -2.739 4.021
Cl 1.187 -4.374 4.035
C 1.454 -1.704 3.692
C 0.949 -0.414 3.640
C -0.385 -0.170 3.928
O -0.824 1.138 3.846
C -1.690 1.333 2.749
C -0.912 1.299 1.434
O -0.085 2.146 1.149
O -1.248 0.289 0.673
H -2.930 -1.621 5.570
H -3.370 -1.123 3.942
H -2.790 0.075 5.102
H -1.357 -3.317 4.665
H 2.494 -1.907 3.477
H 1.582 0.426 3.382
H -2.143 2.319 2.863
H -2.472 0.575 2.716
C -2.555 -2.378 1.440
N -1.619 -3.324 0.838
C -1.461 -4.602 1.538
C -1.018 -3.052 -0.310
C -0.082 -4.048 -0.935
O -1.215 -1.981 -0.932
H -2.378 -2.354 2.515
H -3.581 -2.700 1.248
H -2.394 -1.385 1.036
H -2.226 -4.655 2.307
H -0.486 -4.672 2.021
H -1.604 -5.445 0.866
H 0.195 -4.880 -0.299
H 0.819 -3.517 -1.241
H -0.558 -4.424 -1.843
```

---

Below is a molecular structure, C25H37FeTe, with properties calculated with ωB97M-V with the def2-TZVPD basis set.

Values from the calculation:
Net charge: +2
Energy above the lowest of the compared OMol25 structures with the same formula, charge and spin in kcal per mole: 0.0
<S²>: 8.766
LUMO energy (spin up / spin down) in eV: -6.41 / -8.86
Spin multiplicity: 6
Calculated total energy in Ha: -2505.91420

Structure (XYZ):
```
64
C25H37FeTe, DFT ωB97M-V with the def2-TZVPD basis set
Fe -0.549 0.360 0.785
C -1.389 0.936 -1.256
C -0.044 1.387 -1.229
C 0.794 0.164 -1.101
C -0.107 -0.932 -1.043
C -1.447 -0.489 -1.230
C -2.663 -1.341 -1.453
C -2.751 -1.545 -2.982
C -3.924 -0.633 -0.955
C -2.523 -2.708 -0.784
C 2.282 -0.037 -0.836
C 2.652 -1.520 -1.009
C 3.210 0.765 -1.750
C 2.503 0.323 0.648
C 0.287 2.865 -1.372
C 1.264 3.382 -0.309
C 0.824 3.099 -2.799
C -0.994 3.703 -1.232
H -2.250 1.576 -1.357
H 0.193 -1.963 -0.965
H -2.857 -0.594 -3.505
H -3.628 -2.154 -3.205
H -1.869 -2.060 -3.364
H -4.101 0.307 -1.478
H -3.875 -0.429 0.120
H -4.793 -1.267 -1.128
H -1.680 -3.276 -1.181
H -3.425 -3.294 -0.960
H -2.395 -2.609 0.291
H 2.415 -1.874 -2.013
H 2.157 -2.162 -0.279
H 3.725 -1.636 -0.862
H 3.031 0.512 -2.796
H 4.241 0.498 -1.520
H 3.121 1.839 -1.634
H 1.908 -0.350 1.279
H 2.261 1.364 0.874
H 3.547 0.170 0.928
H 2.255 2.944 -0.364
H 0.865 3.225 0.700
H 1.383 4.458 -0.436
H 1.728 2.539 -3.013
H 1.046 4.160 -2.922
H 0.071 2.826 -3.538
H -1.478 3.559 -0.262
H -1.713 3.495 -2.023
H -0.734 4.758 -1.310
C 0.319 0.680 4.043
Te -1.537 1.266 3.117
C -1.893 -0.858 3.299
C -0.522 -1.449 3.049
C -0.329 -2.749 2.575
C 0.952 -3.285 2.532
C 2.033 -2.549 3.001
C 1.850 -1.265 3.499
C 0.585 -0.697 3.498
H 0.120 0.698 5.115
H 1.104 1.397 3.812
H -2.679 -1.201 2.633
H -2.222 -0.996 4.330
H -1.178 -3.351 2.285
H 1.100 -4.294 2.172
H 3.023 -2.985 2.997
H 2.697 -0.702 3.872
```